(1)
This record from the OMol25 dataset describes C34H29N3PPdSTe as an isolated structure at a distorted geometry. The level of theory is the ωB97M-V functional and the def2-TZVPD basis.

CARTESIAN COORDINATES (ANGSTROEM)
1 H -4.67 1.40 3.45
2 H -0.74 2.91 1.47
3 H 1.55 -7.51 1.64
4 H 1.72 1.28 -4.05
5 C 1.09 -5.64 2.52
6 H 0.60 -3.68 3.18
7 C 3.77 0.50 2.92
8 H 2.35 -1.30 -3.76
9 C 0.83 -4.30 2.31
10 C 3.88 -0.89 2.80
11 H -5.12 5.28 -0.66
12 H -2.38 4.62 -3.93
13 C 0.92 -3.76 1.00
14 H 3.26 3.14 3.07
15 H 3.19 1.45 -0.38
16 H -2.17 -2.18 2.32
17 C -3.78 3.57 -0.51
18 H 1.12 -6.06 3.51
19 H 1.32 -4.24 -1.11
20 C -2.78 2.80 -1.09
21 C -4.33 4.70 -1.13
22 C 0.30 -1.92 -3.73
23 C 2.91 -1.65 2.17
24 P 0.60 -2.07 0.76
25 C -3.78 5.07 -2.33
26 C -0.80 -2.12 -1.60
27 N -2.58 -0.31 1.45
28 H -1.61 2.51 -2.89
29 C 1.38 -6.46 1.45
30 H 3.65 2.39 -1.77
31 H -4.74 3.25 1.37
32 C -2.76 4.33 -2.95
33 C 1.79 -1.03 1.60
34 C 1.53 -1.32 -1.74
35 H 4.51 1.07 3.40
36 H 4.76 -1.37 3.17
37 C 2.98 1.62 -1.43
38 C 0.39 1.06 1.30
39 H 3.06 -2.70 2.04
40 C -3.33 0.79 1.79
41 C 1.48 -1.49 -3.12
42 H 0.27 -2.09 -4.80
43 C -2.69 -1.24 2.36
44 N -4.06 2.95 0.71
45 H -1.74 -2.50 -3.49
46 H 3.20 0.69 -1.93
47 C 1.58 0.37 1.79
48 H 0.74 2.77 -4.35
49 C -0.83 -2.19 -2.98
50 C 1.22 -4.60 -0.07
51 C -3.27 1.87 0.79
52 H -1.67 -2.37 -1.02
53 Pd -0.83 0.37 -0.21
54 C 0.82 1.83 -3.80
55 H 2.42 -1.05 -1.20
56 C 2.48 2.55 2.61
57 C -4.05 0.69 2.94
58 C -2.28 3.16 -2.34
59 Te 0.97 2.30 -1.68
60 C 1.26 3.14 2.31
61 S -3.71 -0.83 3.67
62 H -0.05 1.19 -4.02
63 C 2.62 1.12 2.42
64 H -4.16 5.97 -2.79
65 H 1.73 -6.57 -0.65
66 H 1.04 4.20 2.56
67 N -2.48 1.74 -0.25
68 C 0.25 2.44 1.68
69 C 0.40 -1.69 -0.97
70 C 1.45 -5.93 0.17

Output
- max |F| (eV Å⁻¹) = 1.7
- energy above the lowest of the compared OMol25 structures with the same formula, charge and spin (kcal/mol) = 0.0
- total charge = +3
- 2S+1 = 5
- <S²> = 6.05

Results of the Löwdin charge analysis, in e, for atoms 1 through 2: 0.10 0.11

***

(2)
This record from the OMol25 dataset describes C33H62CdGeN7O10PSi3 as an isolated structure at a distorted geometry. The level of theory is the ωB97M-V functional and the def2-TZVPD basis.

CARTESIAN COORDINATES (ANGSTROEM)
1 O 10.52 8.37 11.74
2 H 11.55 14.41 17.57
3 H 8.88 20.43 9.62
4 C 8.79 18.00 10.91
5 C 12.33 8.99 13.01
6 C 5.94 14.32 14.97
7 O 10.12 9.85 13.37
8 H 12.86 15.30 18.37
9 H 12.91 9.39 8.97
10 H 8.85 9.89 17.51
11 H 9.21 20.61 12.16
12 C 14.55 7.99 12.44
13 H 7.42 19.47 8.97
14 H 7.34 13.78 17.85
15 H 7.84 13.82 6.94
16 H 11.98 7.69 16.74
17 C 14.59 14.11 16.13
18 N 9.41 17.04 10.70
19 O 10.01 13.44 15.08
20 H 11.89 11.42 6.98
21 H 12.03 14.50 10.44
22 C 11.39 10.47 19.60
23 H 11.21 9.71 20.35
24 C 7.44 14.79 17.48
25 H 7.78 17.37 15.54
26 C 7.90 16.60 14.78
27 C 11.88 11.05 8.05
28 C 7.75 13.87 9.58
29 C 6.26 12.87 7.92
30 Si 7.55 14.97 15.63
31 H 9.70 9.47 9.69
32 N 8.85 13.70 14.69
33 H 5.64 13.50 7.25
34 H 11.38 13.48 6.63
35 H 12.39 15.82 6.58
36 H 11.09 16.67 8.48
37 C 12.08 8.12 17.75
38 H 12.42 10.83 19.77
39 H 12.52 11.73 8.67
40 H 15.37 13.51 15.66
41 H 10.35 14.80 6.99
42 C 6.51 18.53 11.42
43 H 7.07 16.79 14.07
44 H 8.90 16.72 14.31
45 H 11.61 7.41 18.46
46 H 5.79 19.25 11.82
47 H 12.69 16.61 9.26
48 H 6.25 12.50 10.03
49 H 15.06 15.06 16.47
50 C 11.22 14.22 7.42
51 H 11.02 7.95 8.65
52 H 8.26 15.32 18.03
53 N 11.03 13.70 8.77
54 H 8.86 19.14 13.08
55 H 10.77 11.36 19.80
56 Si 13.75 13.20 17.61
57 H 5.49 14.06 9.60
58 C 10.98 8.81 8.03
59 O 14.29 10.22 16.44
60 H 14.27 12.59 19.93
61 C 11.34 14.85 9.70
62 C 7.88 20.02 9.81
63 H 7.71 20.40 13.00
64 C 6.33 13.36 9.41
65 N 10.50 11.09 8.55
66 C 13.03 9.79 13.99
67 H 9.70 10.01 15.94
68 O 16.50 7.25 11.59
69 H 10.66 8.59 7.02
70 H 8.00 12.05 6.82
71 O 16.21 10.34 15.28
72 C 7.75 12.86 7.49
73 C 12.40 14.35 18.28
74 Ge 12.73 11.26 16.45
75 C 12.30 9.60 8.04
76 H 16.28 8.94 13.37
77 O 14.58 6.50 10.73
78 H 6.59 17.66 12.05
79 O 9.91 12.33 10.74
80 C 9.90 9.75 8.65
81 H 6.26 13.39 14.48
82 H 12.03 14.09 19.31
83 H 13.18 8.18 17.92
84 Si 11.27 9.80 17.85
85 O 12.47 10.87 14.61
86 Cd 10.21 11.93 12.90
87 H 7.24 20.86 9.93
88 C 7.86 19.22 11.14
89 H 15.16 11.52 18.76
90 C 15.23 8.90 13.24
91 C 9.69 9.57 16.94
92 C 10.87 9.07 12.68
93 H 5.71 11.88 7.90
94 H 9.58 8.54 16.62
95 H 6.53 15.27 17.83
96 C 14.83 12.53 19.00
97 H 12.65 7.18 11.83
98 N 15.01 10.18 15.26
99 H 10.43 15.19 10.16
100 H 13.85 14.42 15.36
101 C 8.43 19.88 12.40
102 H 8.97 9.77 8.00
103 C 11.89 15.98 8.79
104 H 13.34 14.83 7.62
105 H 7.88 14.85 9.15
106 H 12.95 9.40 7.20
107 H 15.72 13.17 19.16
108 N 15.24 7.24 11.48
109 C 12.34 15.27 7.53
110 O 8.59 13.35 13.42
111 P 10.01 12.49 9.23
112 H 8.08 13.86 10.62
113 C 13.12 8.00 12.36
114 H 5.65 14.98 14.19
115 N 8.52 12.91 8.72
116 C 14.43 9.64 14.12
117 H 5.15 14.13 15.68
118 H 6.09 18.15 10.45

Output
- max |F| (eV Å⁻¹) = 3.3
- energy above the lowest of the compared OMol25 structures with the same formula, charge and spin (kcal/mol) = 0.0
- total charge = -1
- 2S+1 = 2
- <S²> = 1.82

Results of the Löwdin charge analysis, in e, for atoms 1 through 2: 0.01 0.02